1.
The following is a quantum chemistry calculation of C10H15IN2O2SbSe4Yb as an isolated structure, from the Open Molecules 2025 dataset.

Properties
- frontier orbital gap (spin up / spin down) (eV) = 6.977 / 3.323
- E_tot (Eh) = -11952.52785
- E_LUMO (spin up / spin down) (hartree) = -0.0146 / -0.1052
- 2S+1 = 2
- highest occupied orbital energy (spin up / spin down) (hartree) = -0.271 / -0.227
- ⟨S²⟩ = 0.7718
- charge = 0

```
36
Properties=species:S:1:pos:R:3:forces:R:3:lowdin_spin:R:1
Yb -1.0255 0.4812 -0.0756 0.7611 0.5883 1.1762 0.165
I 2.7053 3.8181 -0.1293 0.1230 -0.0853 -0.1465 0.001
Sb -3.4091 1.6589 -1.2961 0.5444 0.0546 0.3327 0.005
Se -5.4869 2.4033 -2.2871 -0.2538 0.2251 -0.1442 0.726
Se -2.7098 -0.6674 -1.9210 -0.7970 0.1272 -0.3616 -0.010
Se -1.2514 2.8758 -1.7472 -0.9617 0.0714 -0.6247 0.087
Se -3.3488 1.7111 1.2538 -0.6677 -0.6006 -0.6945 0.021
O 1.0422 0.4482 -1.0052 -0.3257 -1.5570 -0.4635 0.001
O 0.2644 2.1585 1.0559 -0.2708 1.1371 0.3301 0.001
N -1.0431 3.8465 1.8189 1.2452 -0.1619 0.2041 0.000
N -0.3342 -1.6964 0.6828 -0.1906 -1.3175 0.7593 0.000
C 2.1267 -1.6805 0.3519 -0.3918 -0.8055 -0.3877 0.000
C -1.5114 -2.3658 0.9396 0.9885 0.4492 -0.4073 0.000
C -0.4156 -4.4632 0.7538 -1.3519 0.2444 -0.0752 0.000
C -0.0049 3.3793 1.1657 0.8539 -1.2275 -0.4557 0.001
C 0.8092 -2.4091 0.5328 -0.6274 0.1293 -0.1482 0.000
C -1.6172 -3.7428 0.9730 2.3810 0.9643 -0.4306 0.000
C 0.7686 -3.8000 0.5131 -0.0655 -0.0794 0.4076 0.000
C 1.4688 -0.6595 -1.8125 0.2787 -0.0311 -0.4021 0.000
C 0.7871 4.4465 0.4745 0.7477 0.1665 0.5029 0.002
C 2.5547 -1.4870 -1.1042 -0.7464 0.4928 -0.3306 0.000
H -2.4093 -1.7522 1.0858 0.4058 -0.0838 -0.1194 0.000
H 1.6776 -4.3684 0.3674 0.0464 0.0638 -0.0300 0.000
H 1.7992 -0.3133 -2.7896 0.1691 0.1937 -0.0271 0.000
H -0.4428 -5.5408 0.7375 0.0443 -0.1723 0.0337 0.000
H 0.5608 -1.2262 -2.0262 0.0150 -0.1603 0.2512 0.000
H 2.9253 -2.1795 0.8803 0.0766 -0.3628 0.3116 0.000
H 2.7792 -2.4013 -1.6882 -0.2896 0.2988 0.4957 0.000
H 1.6319 1.1778 -0.9907 1.0422 1.1734 -0.0830 0.000
H 0.9276 5.3304 1.0907 0.0135 -0.0409 0.1691 0.000
H 2.0127 -0.7136 0.7840 0.0171 0.7543 0.4020 0.000
H -1.1599 4.8238 1.8583 -0.5818 0.8898 0.0399 0.000
H 0.2289 4.7401 -0.3895 -0.2524 0.0563 -0.6691 0.001
H -2.5819 -4.1309 1.0972 -0.9450 -0.9658 0.2923 0.000
H 3.4611 -0.8913 -1.0769 0.3234 0.0573 -0.1149 0.000
H -1.7797 3.1899 1.9227 -1.3579 -0.4858 0.4074 0.001
```
Forces are in eV/Å.

***

2.
The following is a quantum chemistry calculation of an isolated ion of composition C10H15IN4 and charge +2, from the Open Molecules 2025 dataset.

Properties
- frontier orbital gap (eV) = 7.414
- E_tot (Eh) = -905.94406
- E_LUMO (hartree) = -0.2813
- ΔE to the lowest compared entry with this formula, charge and spin (kJ/mol) = 257.2
- highest occupied orbital energy (hartree) = -0.554
- SMILES = C[NH2+]/N=C/C=N\C=C/C([N+]#CI)=C(C)C
- charge = +2

```
30
Properties=species:S:1:pos:R:3:forces:R:3:lowdin_charge:R:1
I -1.7577 0.5093 5.5709 -0.1383 0.0526 0.2563 1.230
N -0.1749 1.3343 -1.4468 1.5353 3.0252 0.9586 -0.016
N -0.3461 -0.5186 2.9825 -1.7423 1.2301 2.8589 0.139
N -2.9035 0.3590 1.6925 -0.5976 -0.5145 -0.5306 0.113
N -0.8209 1.1271 -0.1465 0.1703 -0.0652 -0.0660 0.069
C 1.2884 -1.0972 1.4235 -0.8754 0.3666 -2.2195 -0.256
C -1.1907 -1.1886 0.8080 0.2971 -0.0427 1.2684 -0.039
C -1.7754 1.8938 0.2165 1.0040 1.4002 -1.9216 -0.091
C -0.9091 -0.1298 3.9308 1.3517 -0.8760 -1.7487 -0.621
C -2.4455 -0.7135 0.9453 0.8512 -2.0671 -1.6365 -0.149
C -0.0140 -0.9028 1.7257 -0.2485 -0.6265 -1.9088 -0.227
C 1.6649 -1.4659 0.0201 3.0318 -0.2333 1.0521 -0.019
C 2.4103 -1.0991 2.3374 1.3024 1.3077 0.3381 -0.019
C -1.1345 1.2088 -2.5634 -2.8251 0.3245 -1.0655 -0.019
C -2.6057 1.5368 1.3177 -1.1183 0.8097 2.5202 -0.118
H -2.0352 2.8685 -0.2506 0.1300 -0.6431 -0.1715 0.154
H -3.1046 -1.3452 0.2658 -0.1736 1.4081 1.3743 0.160
H 1.0941 -1.0274 -0.7681 -0.5011 -0.2143 -0.4866 0.039
H -0.7083 1.5038 -3.5457 0.1776 -0.5146 0.7680 0.112
H 1.7302 -2.5705 -0.0033 -0.3598 0.3695 -0.4942 0.130
H 0.3957 2.3532 -1.4011 -1.7402 -3.2467 -0.5890 0.286
H -1.6517 0.1305 -2.6229 1.4371 2.5064 0.4163 0.164
H -1.0699 -1.9603 0.0443 0.2269 0.0225 0.5176 0.121
H 0.5190 0.5709 -1.4654 -0.0706 0.6617 -0.1160 0.137
H 2.6437 -0.1343 2.8394 -0.1248 -0.4436 -0.5290 0.130
H -3.1100 2.3790 1.8733 0.6724 -0.8191 -0.6124 0.152
H 2.7882 -1.1653 -0.0554 -2.0316 -0.3116 -0.4149 0.134
H 3.3314 -1.5642 1.9487 -0.5196 0.4171 0.0100 0.117
H -1.9295 2.0274 -2.3602 1.0812 -1.6504 -0.4020 0.118
H 2.0257 -1.7109 3.0654 -0.2022 -1.6332 2.5740 0.070
```
Forces are in eV/Å.

***

3.
The following is a quantum chemistry calculation of an isolated ion of composition C10H15N2 and charge +1, from the Open Molecules 2025 dataset.

Properties
- frontier orbital gap (eV) = 7.072
- E_tot (Eh) = -499.10746
- E_LUMO (hartree) = -0.2327
- ΔE to the lowest compared entry with this formula, charge and spin (kJ/mol) = 643.1
- highest occupied orbital energy (hartree) = -0.493
- SMILES = CC(C)C1=[N+]=NC2=CCCC[C@H]21
- charge = +1

```
27
Properties=species:S:1:pos:R:3:forces:R:3:lowdin_charge:R:1
N 1.6314 -1.1414 -1.3871 0.7840 -2.8243 0.7068 0.070
N 1.4975 0.0303 -1.6101 -1.3570 4.2783 -0.2968 0.120
C -1.3029 2.6067 -0.4496 -0.8592 -0.1229 -2.0747 -0.037
C 0.5750 -2.8052 1.7901 -0.0521 -2.5738 0.9596 -0.199
C 0.2830 0.7501 -0.7210 2.5309 -6.7168 -0.4611 0.172
C 0.2718 2.4503 -2.5168 -0.2068 2.4692 1.7706 0.009
C 0.8803 -1.6775 -0.3342 -0.1778 1.4032 -0.1257 -0.204
C -0.6635 -1.9905 1.9207 -2.2190 -0.5131 2.3165 -0.226
C 0.0113 2.1211 -0.9548 -0.3713 -0.2204 -1.4322 -0.357
C -0.1177 -0.5854 -0.0029 -0.5478 1.4814 0.4565 -0.191
C -0.4043 -0.5783 1.4901 -0.2886 3.5774 1.9896 -0.179
C 1.2049 -2.7227 0.4624 2.4363 1.1240 -0.9235 0.053
H -1.0984 -1.0037 -0.1862 -0.6060 0.4314 -1.6589 0.170
H -1.1226 -2.0647 2.9921 1.3878 0.4897 -1.5251 0.164
H 2.1922 -3.2752 0.2497 -1.9044 0.6039 0.1346 0.171
H -1.4947 2.4411 0.5881 -0.3663 -0.1136 0.4396 0.087
H -1.3678 0.0422 1.6352 1.6135 -0.7706 0.0844 0.146
H 1.2864 -2.5357 2.6020 -0.0354 -0.0384 -0.6758 0.151
H 0.7702 2.6874 -0.4726 1.4618 0.3556 0.6749 0.171
H -1.9915 2.1832 -1.1880 -0.7405 -0.5758 0.8883 0.108
H 0.3738 -3.8966 1.9978 0.0573 0.9452 -0.1014 0.151
H 0.4717 -0.0245 2.0512 -1.7099 -1.3345 -0.7168 0.173
H 1.3115 2.4951 -2.7029 1.1268 -0.2860 -0.0869 0.065
H -0.1577 1.7786 -3.1909 -0.9674 -1.0353 -0.8198 0.066
H -1.5571 -2.4201 1.4083 0.8539 0.2511 -0.4494 0.140
H -0.0705 3.5169 -2.6971 -0.0403 -1.3839 0.3005 0.122
H -1.4122 3.6186 -0.7736 0.1976 1.0990 0.6261 0.085
```
Forces are in eV/Å.

***

4.
The following is a quantum chemistry calculation of an isolated ion of composition C10H15N2 and charge +1, from the Open Molecules 2025 dataset.

Properties
- frontier orbital gap (spin up / spin down) (eV) = 4.770 / 6.061
- E_tot (Eh) = -499.06501
- E_LUMO (spin up / spin down) (hartree) = -0.1270 / -0.2290
- ΔE to the lowest compared entry with this formula, charge and spin (kJ/mol) = 129.1
- 2S+1 = 3
- highest occupied orbital energy (spin up / spin down) (hartree) = -0.302 / -0.452
- ⟨S²⟩ = 2.0244
- charge = +1

```
27
Properties=species:S:1:pos:R:3:forces:R:3:lowdin_spin:R:1
N 1.1154 0.0890 1.8137 4.1619 -1.5818 -1.0353 0.001
N 1.2765 2.0824 0.2687 -0.0130 0.9768 0.6468 0.025
C -0.8864 -1.0296 0.1438 -2.8286 -3.4551 -1.0707 0.277
C -0.1464 0.0389 -0.3790 2.5054 2.3171 1.0351 0.453
C -1.3677 -0.1790 -2.4880 4.1843 3.9087 2.2759 0.322
C 1.3354 3.1233 1.3192 -0.0072 -1.3203 0.7627 0.004
C -0.4433 0.4947 -1.6631 -0.7348 -0.8273 -2.2450 0.078
C 2.3272 1.2158 -0.1150 0.4507 -1.1101 -1.1477 0.035
C -2.3052 -3.0464 -0.0455 -0.9230 1.5555 -1.1160 0.006
C -1.9004 -1.3855 -2.0237 -2.6470 -3.2916 0.3155 0.550
C 1.0344 0.7028 0.4055 -2.0285 -0.8456 -0.2029 0.056
C -1.7085 -1.8261 -0.6837 1.8846 1.4422 2.1490 0.127
H -2.7838 -2.7627 0.8917 -0.0356 -0.4556 -0.1103 0.000
H -0.7897 -1.3479 1.1361 -0.0459 -0.4687 1.4044 0.020
H 1.4292 -0.9007 1.6235 -0.8825 0.7604 0.1778 0.002
H -2.6140 -1.8890 -2.7016 0.4750 0.0179 0.7132 0.023
H 1.9675 0.3805 2.4036 -2.0480 0.3940 -0.7922 0.000
H -1.5692 -3.7660 0.0389 1.9306 -1.3381 0.9947 0.002
H 0.3143 1.2074 -1.9444 -0.6732 0.7363 -1.0232 -0.003
H 0.3013 3.3709 1.5702 0.2749 0.4116 -0.2251 0.000
H -2.9268 -3.5671 -0.7380 -1.3103 0.0488 -0.3071 0.001
H 1.8637 2.9131 2.3025 -0.3810 -0.4937 -1.0274 0.000
H 3.2596 1.0345 0.3720 0.4385 0.2474 1.2883 0.004
H 1.9094 3.9049 0.8821 -0.0450 0.9909 -0.2849 0.001
H 0.2354 0.0376 2.2587 -1.1313 0.3062 1.0722 0.000
H -1.4580 0.0666 -3.4877 -0.2008 0.6630 -1.7632 0.015
H 2.5300 1.0378 -1.1605 -0.3701 0.4113 -0.4843 0.000
```
Forces are in eV/Å.

***

Q: What is the E_tot in the third record?
A: -499.10746 Eh